1.
Below is a cluster of 2 separate species, C3H3BrF2O in total at a distorted geometry, with properties calculated with the ωB97M-V functional and the def2-TZVPD basis.

Geometry as ORCA input:
```
! wB97M-V def2-TZVPD RIJCOSX def2/J DEFGRID3
* xyz 0 1
C -0.23160 0.82429 -0.55078
C -2.48354 -1.73066 -0.36197
C 2.02930 0.50491 0.11143
O 1.00369 0.68410 -0.86891
F -0.51748 0.83719 0.78415
F -2.87910 -2.20159 0.80459
Br -3.72234 -0.44362 -1.00209
H 2.14434 1.44876 0.63296
H 3.05932 0.26157 -0.36417
H 1.59741 -0.18495 0.81480
*
```

## Properties
energy	-2964.89646	Eh
ΔE to the lowest compared entry with this formula, charge and spin	5.219	eV
HOMO	-9.60	eV

natural (NBO) atomic charge list, values in e, 6 entries:
1. C 0.55
2. C 0.30
3. C -0.30
4. O -0.49
5. F -0.38
6. F -0.33

2.
Below is a structure of composition CHI4P at a distorted geometry, with properties calculated with the ωB97M-V functional and the def2-TZVPD basis.

Geometry as ORCA input:
```
! wB97M-V def2-TZVPD RIJCOSX def2/J DEFGRID3
* xyz 0 1
C -0.71695 0.09948 0.55011
P -0.18892 1.33346 1.82403
I -1.23656 -1.68077 1.67058
I -2.38410 0.95021 -0.55988
I 3.38849 -1.23547 -0.22367
I 1.79906 2.16485 0.78762
H 0.04841 -0.18277 -0.17121
*
```

## Properties
energy	-1570.74119	Eh
ΔE to the lowest compared entry with this formula, charge and spin	2.705	eV
HOMO (alpha / beta)	-7.72 / -7.23	eV

natural (NBO) atomic charge list, values in e, 6 entries:
1. C -0.96
2. P 0.61
3. I 0.25
4. I 0.22
5. I -0.56
6. I 0.18

3.
Below is a structure of composition C4H8O3PS at a distorted geometry, with properties calculated with the ωB97M-V functional and the def2-TZVPD basis.

Geometry as ORCA input:
```
! wB97M-V def2-TZVPD RIJCOSX def2/J DEFGRID3
* xyz -1 1
C 0.96507 0.16680 -0.38834
C -0.32989 -0.88486 -0.62159
C 0.73804 1.54120 -1.06381
C -0.10088 -1.98161 0.34400
O -1.08935 2.30803 1.62548
O -1.48348 -0.04351 2.57563
O 1.00298 0.31013 0.98190
P -1.10490 0.85703 1.51397
S -1.83242 0.08603 -0.32427
H 1.87034 -0.28957 -0.80321
H -0.58612 -1.04849 -1.74945
H 1.58318 2.26024 -0.88720
H -0.11966 2.02170 -0.72586
H 0.77892 1.32568 -2.24076
H 0.39460 -1.49058 1.20697
H 0.35925 -2.83204 -0.23352
H -1.04567 -2.30618 0.79009
*
```

## Properties
energy	-1122.56790	Eh
ΔE to the lowest compared entry with this formula, charge and spin	1.940	eV
HOMO	-4.82	eV

natural (NBO) atomic charge list, values in e, 6 entries:
1. C 0.11
2. C -0.35
3. C -0.63
4. C -0.70
5. O -1.11
6. O -1.12

4.
Below is a structure of composition C19H16BBrN8O2Sr at a distorted geometry, with properties calculated with the ωB97M-V functional and the def2-TZVPD basis.

Geometry as ORCA input:
```
! wB97M-V def2-TZVPD RIJCOSX def2/J DEFGRID3
* xyz 1 2
Sr -0.19954 0.05088 0.98535
C -2.15719 3.14744 -1.79567
C -1.83352 2.64679 -0.53774
N -1.12492 1.52378 -0.64661
N -0.98189 1.27653 -1.97337
C -1.59736 2.24626 -2.67970
B -0.23820 -0.02419 -2.40703
N 1.21708 0.02180 -1.86036
C 2.32029 0.35187 -2.56098
C 3.40495 0.32549 -1.71035
C 2.86243 -0.03074 -0.47321
N 1.54801 -0.20470 -0.57245
N -1.01498 -1.24330 -1.83380
C -1.84874 -2.05237 -2.51762
C -2.42086 -2.94207 -1.63388
C -1.87747 -2.59369 -0.39597
N -1.03655 -1.57045 -0.52439
N -0.13065 -0.23242 -3.91712
C 0.48134 -1.31625 -4.47461
C 0.41639 -1.18545 -5.83411
C -0.26380 0.03410 -6.03278
N -0.58250 0.59091 -4.88091
H -2.72158 4.03287 -2.02835
H -2.07577 3.04034 0.43829
H -1.58970 2.23278 -3.75189
H 2.27989 0.59389 -3.60958
H 4.43325 0.53251 -1.94869
H 3.36801 -0.16599 0.47084
H -1.99470 -1.95195 -3.57963
H -3.12638 -3.72440 -1.85044
H -2.05844 -3.03556 0.57191
H 0.91164 -2.09425 -3.86336
H 0.79481 -1.85510 -6.58714
H -0.52437 0.51241 -6.96221
Br 2.65152 1.24488 4.07743
C 1.47664 0.64554 5.42876
C 1.81965 0.68931 6.76601
C 0.88725 0.23809 7.69088
C -0.35466 -0.23730 7.27681
C -0.66608 -0.27606 5.92595
C 0.26565 0.16650 5.00284
C 0.04792 0.15341 3.53273
O 1.01172 0.62025 2.82945
O -0.99579 -0.29081 3.03834
H 2.78291 1.06823 7.07972
H 1.13316 0.26373 8.74368
H -1.07796 -0.57552 8.00502
H -1.62091 -0.64799 5.57996
*
```

## Properties
energy	-3951.64185	Eh
ΔE to the lowest compared entry with this formula, charge and spin	0.483	eV
HOMO (alpha / beta)	-11.23 / -11.23	eV

Mulliken atomic charge list, values in e, 6 entries:
1. Sr 2.55
2. C -1.25
3. C -0.22
4. N -0.92
5. N 0.54
6. C 0.01